<A>
A cluster of 2 separate species, C9H14S in total. Source: OMol25; level of theory: wB97M-V/def2-TZVPD.

Positions of all 24 atoms, in Å:
S (-3.32643, -0.67671, -2.37118)
C (-3.28901, 0.97428, -1.66349)
C (2.20011, 0.01789, 1.92705)
C (0.82616, 2.10956, 1.73556)
C (1.49616, -0.80098, -0.64873)
C (1.36824, 0.84897, 1.10269)
C (2.56239, -1.21502, 1.41678)
C (2.17802, -1.66507, 0.18214)
C (-1.82179, -1.57021, -1.56901)
C (1.04965, 0.46184, -0.21296)
H (-1.11656, -1.73661, -2.45905)
H (-1.41441, -0.79599, -0.99044)
H (-0.23661, 1.98533, 1.61263)
H (1.03838, 2.03596, 2.88404)
H (0.16657, 1.06257, -0.53139)
H (2.25729, 0.29369, 2.99455)
H (2.45099, -2.67190, -0.03021)
H (-1.88110, -2.49701, -1.00818)
H (0.98546, -1.05146, -1.53059)
H (-3.35968, 1.83125, -2.27970)
H (-4.27448, 0.73247, -0.89742)
H (-2.38588, 1.09642, -1.13557)
H (3.23498, -1.80972, 2.12208)
H (1.29153, 3.04045, 1.35042)

gap between HOMO and LUMO (alpha / beta): 2.162 / 6.889 eV
2S+1: 2
charge: -1
highest occupied orbital energy (alpha / beta): 0.87 / -3.99 eV
expectation value of S²: 0.760

These are the natural (NBO) partial charges, in e, on atoms 1 to 8: atom 1 (S): 0.08, atom 2 (C): -0.77, atom 3 (C): -0.39, atom 4 (C): -0.65, atom 5 (C): -0.40, atom 6 (C): 0.02, atom 7 (C): -0.33, atom 8 (C): -0.23

---

<B>
A cluster of 2 separate species, C9H14S in total. Source: OMol25; level of theory: wB97M-V/def2-TZVPD.

Positions of all 24 atoms, in Å:
S (-1.52874, -1.09185, -1.82411)
C (-2.89596, -1.57151, -0.76081)
C (0.67107, 0.60913, 1.73860)
C (1.50629, -0.47809, 1.64230)
C (3.13654, 0.89334, 0.44720)
C (-0.70550, 0.42441, 2.33815)
C (-2.38179, -0.51203, -3.30431)
C (2.75702, -0.37350, 0.92411)
C (1.09314, 1.89832, 1.35344)
C (2.35640, 2.00867, 0.63816)
H (-0.80082, 0.90260, 3.31674)
H (-3.38808, -0.14271, -3.12110)
H (-1.71942, 0.20315, -3.79336)
H (-2.52174, -2.24599, 0.00152)
H (2.68492, 3.01320, 0.35726)
H (-0.97235, -0.63758, 2.31696)
H (3.99379, 0.98845, -0.21302)
H (-1.49467, 0.94822, 1.77321)
H (-2.57669, -1.36474, -3.97483)
H (0.45546, 2.78274, 1.37002)
H (3.42149, -1.21392, 0.77568)
H (1.22640, -1.45196, 2.03360)
H (-3.68316, -2.12563, -1.27727)
H (-3.29871, -0.67679, -0.27679)

gap between HOMO and LUMO (alpha / beta): 2.104 / 6.325 eV
2S+1: 2
charge: -1
highest occupied orbital energy (alpha / beta): 1.04 / -3.23 eV
expectation value of S²: 0.760

These are the natural (NBO) partial charges, in e, on atoms 1 to 8: atom 1 (S): 0.19, atom 2 (C): -0.76, atom 3 (C): -0.03, atom 4 (C): -0.32, atom 5 (C): -0.24, atom 6 (C): -0.63, atom 7 (C): -0.76, atom 8 (C): -0.41

---

Winner for stability: <B>

---

<A>
A cluster of 2 separate species, C26H33N3O5 in total. Source: OMol25; level of theory: wB97M-V/def2-TZVPD.

Positions of all 67 atoms, in Å:
O (-2.79107, 2.68676, 2.43026)
O (-4.09364, 2.08738, 0.71689)
O (-3.80172, -0.71109, -2.85184)
O (-0.94742, 1.38372, 3.11226)
O (-0.21810, -0.20668, 1.74529)
N (-5.62924, 1.29797, -1.68437)
N (-5.50615, -2.24261, -2.56199)
N (-0.25893, -5.50029, 0.43769)
C (-4.93001, -0.97868, -2.36223)
C (-2.34035, -1.81322, 0.56100)
C (-4.14614, -3.08103, -4.53568)
C (-2.51240, 0.47726, 1.46663)
C (-1.52921, 3.31495, 4.37697)
C (-3.21418, 1.77947, 1.49497)
C (-4.54278, 3.33329, -2.34527)
C (-1.25795, -3.67202, 1.71611)
C (-6.67048, 2.03710, -1.15695)
C (1.12061, -5.54872, 0.88613)
C (-4.64179, -3.30355, -3.12421)
C (-6.65395, 3.41233, -1.20503)
C (-0.88402, -6.79760, 0.27521)
C (-2.94928, -0.49224, 0.60758)
C (-1.93419, -2.46994, 1.74938)
C (-7.85648, -2.99326, -1.95773)
C (-6.92253, -2.35090, -2.97227)
C (-2.08620, 2.13912, 3.57298)
C (-1.14835, 0.48074, 2.10384)
C (-3.01348, 1.30020, 4.42791)
C (-2.09517, -2.47830, -0.66285)
C (-5.58399, 4.08847, -1.80943)
C (-5.63993, -0.07841, -1.49647)
C (-4.58716, 1.95285, -2.32132)
C (-1.00494, -4.32537, 0.48783)
C (-1.49881, -3.72547, -0.69659)
H (-3.43779, -3.87903, -4.78785)
H (-0.92798, -4.13606, 2.64723)
H (-4.98765, -3.12164, -5.23782)
H (-7.44224, 1.43951, -0.67351)
H (-8.80300, -3.20983, -2.46345)
H (-5.26788, -4.20703, -3.09151)
H (-2.35379, -1.94732, -1.58153)
H (-0.84181, 3.90899, 3.77004)
H (1.18877, -5.94200, 1.91042)
H (-1.90473, -6.68244, -0.10462)
H (-6.92918, -2.97916, -3.87925)
H (-0.98837, 2.94345, 5.25187)
H (-0.91438, -7.32485, 1.24169)
H (1.56535, -4.54753, 0.84598)
H (-3.42042, 0.44815, 3.87400)
H (-2.14999, -1.98808, 2.70522)
H (1.67902, -6.22201, 0.22281)
H (-3.80675, 1.30881, -2.70200)
H (-2.34131, 3.95940, 4.72316)
H (-6.41210, -0.45115, -0.82183)
H (-3.83077, 1.93967, 4.78340)
H (-7.28532, -1.34544, -3.23291)
H (-5.55065, 5.17119, -1.82680)
H (-1.32634, -4.21462, -1.65521)
H (-2.45363, 0.93403, 5.29581)
H (-8.07480, -2.33140, -1.11485)
H (-3.79228, -3.43036, -2.43694)
H (-3.63399, -2.11625, -4.60822)
H (-3.65323, 3.78981, -2.78132)
H (-3.74049, -0.21090, -0.08463)
H (-0.28906, -7.39495, -0.42758)
H (-7.45028, -3.93529, -1.57716)
H (-7.47628, 3.94798, -0.73603)

gap between HOMO and LUMO: 6.569 eV
highest occupied orbital energy: -6.97 eV

These are the natural (NBO) partial charges, in e, on atoms 1 to 8: atom 1 (O): -0.52, atom 2 (O): -0.59, atom 3 (O): -0.72, atom 4 (O): -0.51, atom 5 (O): -0.55, atom 6 (N): -0.22, atom 7 (N): -0.47, atom 8 (N): -0.49

---

<B>
An isolated molecule of C26H33N3O5. Source: OMol25; level of theory: wB97M-V/def2-TZVPD.

Positions of all 67 atoms, in Å:
O (-0.87071, -0.47242, 0.08608)
O (3.08733, -2.04299, -3.08872)
O (1.53989, -0.00167, -3.17476)
O (3.00058, 1.13143, 2.48867)
O (4.45005, -2.76009, -0.70656)
N (0.84069, 1.17224, 1.79636)
N (-2.64939, -0.50023, -1.33463)
N (-1.89569, 1.38078, 1.68484)
C (-2.18437, -1.31004, -2.38774)
C (-2.59868, -2.21755, -4.57572)
C (-1.97493, 0.60135, 2.90681)
C (5.16556, -3.04767, 0.46990)
C (-0.65328, 0.76329, 3.68929)
C (-3.18089, 2.50475, 4.05267)
C (-3.19823, 1.00859, 3.74863)
C (-3.02014, -1.47492, -3.48944)
C (4.33531, -2.60418, -3.43179)
C (-0.45323, 3.05992, 2.68295)
C (2.96625, -1.35491, -1.91061)
C (2.14511, 0.85748, 1.66364)
C (0.61472, 1.04687, -3.28090)
C (1.81430, 0.46754, -0.80012)
C (-1.97679, -0.09092, -0.23007)
C (3.34732, -0.91741, 0.42854)
C (3.60510, -1.67911, -0.70539)
C (2.08131, -0.25998, -1.94776)
C (-1.33825, -2.79222, -4.57938)
C (-0.50986, -2.63512, -3.48172)
C (-3.00682, 3.30269, 2.76307)
C (-2.73700, 0.95501, 0.60118)
C (-1.79361, 2.79819, 1.96021)
C (2.44073, 0.12835, 0.39205)
C (0.28892, 1.75452, 2.99769)
C (-0.92926, -1.90906, -2.38170)
H (1.14437, 1.97055, 3.64836)
H (-3.90353, 3.18912, 2.14667)
H (-3.99941, -1.01449, -3.49419)
H (4.52233, -3.53832, -2.89706)
H (-0.27799, -1.79444, -1.53233)
H (5.15542, -1.90907, -3.23427)
H (1.07514, 2.01725, -3.06244)
H (-2.88715, 4.36446, 2.98483)
H (-4.11184, 2.79466, 4.54598)
H (4.49699, -3.32592, 1.29051)
H (-2.96193, 1.80603, -0.04953)
H (-0.85360, 1.11097, 4.70246)
H (-1.00576, -3.35871, -5.43580)
H (-0.24366, 0.89603, -2.61845)
H (-3.57625, -0.12179, -1.47868)
H (0.16794, 0.74114, 1.17069)
H (5.78933, -2.20372, 0.77965)
H (0.19214, 3.67948, 2.06023)
H (0.27407, 1.03397, -4.31543)
H (-2.36457, 2.73244, 4.73880)
H (3.82426, -1.13498, 1.36966)
H (-1.78088, 3.32071, 0.99644)
H (-2.08719, -0.44693, 2.61159)
H (-0.62658, 3.59841, 3.61429)
H (-3.69620, 0.51897, 0.92609)
H (4.27924, -2.80102, -4.50282)
H (-0.14501, -0.19802, 3.76500)
H (5.80251, -3.89614, 0.22214)
H (-3.21406, 0.43111, 4.67413)
H (-4.10931, 0.76694, 3.19367)
H (0.48035, -3.06243, -3.47779)
H (-3.25524, -2.33880, -5.42482)
H (1.14406, 1.30999, -0.82310)

gap between HOMO and LUMO: 8.187 eV
SMILES: COc1cc(C(=O)N[C@@H]2C[C@H]3CCC[C@@H](C2)N3CC(=O)Nc2ccccc2)cc(OC)c1OC
highest occupied orbital energy: -7.83 eV

These are the natural (NBO) partial charges, in e, on atoms 1 to 8: atom 1 (O): -0.62, atom 2 (O): -0.50, atom 3 (O): -0.50, atom 4 (O): -0.64, atom 5 (O): -0.51, atom 6 (N): -0.66, atom 7 (N): -0.62, atom 8 (N): -0.48

---

Winner for stability: <B>

---

<A>
An isolated molecule of C4H4ClNOS. Source: OMol25; level of theory: wB97M-V/def2-TZVPD.

Positions of all 12 atoms, in Å:
Cl (0.71903, 2.95214, -0.08761)
S (1.95511, -3.06486, 1.48024)
O (-0.05512, -2.16316, 0.19573)
N (-1.02980, -1.40075, -0.21208)
C (0.37081, 1.33809, -0.74791)
C (1.23884, 0.47064, -0.06634)
C (1.71452, -0.47231, 0.65253)
C (1.12329, -1.87219, 0.68189)
H (2.60668, -0.23632, 1.13766)
H (0.56068, 1.16408, -1.79609)
H (-1.58335, -1.90975, -0.84711)
H (-0.65232, 1.02642, -0.60505)

gap between HOMO and LUMO (alpha / beta): 6.666 / 8.886 eV
highest occupied orbital energy (alpha / beta): -8.34 / -9.22 eV

These are the natural (NBO) partial charges, in e, on atoms 1 to 8: atom 1 (Cl): -0.03, atom 2 (S): -0.01, atom 3 (O): -0.31, atom 4 (N): -0.23, atom 5 (C): -0.52, atom 6 (C): 0.23, atom 7 (C): -0.41, atom 8 (C): 0.19

---

<B>
An isolated molecule of C4H4ClNOS. Source: OMol25; level of theory: wB97M-V/def2-TZVPD.

Positions of all 12 atoms, in Å:
Cl (2.73489, 1.25566, -0.04545)
S (-2.59461, -0.30762, 1.08461)
O (0.58092, 0.63341, 2.30135)
N (-0.94096, -0.00724, 0.47559)
C (0.38530, 0.32195, 1.20483)
C (1.49326, 0.01573, 0.02042)
C (-0.68411, -0.14922, -0.95600)
C (0.59181, -0.26227, -1.22224)
H (-3.26246, 0.91902, 1.06400)
H (1.06136, -0.60475, -2.25737)
H (1.90506, -1.06053, 0.09564)
H (-1.27045, -0.75412, -1.76539)

gap between HOMO and LUMO: 9.639 eV
SMILES: O=C1[C@H](Cl)C=CN1S
highest occupied orbital energy: -9.19 eV

These are the natural (NBO) partial charges, in e, on atoms 1 to 8: atom 1 (Cl): 0.02, atom 2 (S): 0.19, atom 3 (O): -0.49, atom 4 (N): -0.65, atom 5 (C): 0.74, atom 6 (C): -0.37, atom 7 (C): -0.05, atom 8 (C): -0.24

---

Winner for stability: <B>

---

<A>
A cluster of 2 separate species, C4H4ClNOS in total. Source: OMol25; level of theory: wB97M-V/def2-TZVPD.

Positions of all 12 atoms, in Å:
Cl (2.75105, 0.23145, 2.29883)
S (-1.84313, 2.03300, -1.82936)
O (-1.41924, 0.49686, 1.72503)
N (-0.94445, 0.91816, -1.32311)
C (1.02313, 0.32817, 2.15738)
C (-0.33918, 0.03004, -0.77378)
C (0.45137, -1.06108, -1.17403)
C (-0.14993, 0.38238, 1.90177)
H (0.75970, -0.98840, -2.12371)
H (1.42345, -1.15440, -0.62517)
H (-0.12075, -1.99369, -1.06605)
H (-1.59203, 0.77752, 0.83220)

gap between HOMO and LUMO: 8.465 eV
SMILES: CC#[N+][S-].OC#CCl
highest occupied orbital energy: -8.78 eV

These are the natural (NBO) partial charges, in e, on atoms 1 to 8: atom 1 (Cl): 0.07, atom 2 (S): 0.11, atom 3 (O): -0.64, atom 4 (N): -0.44, atom 5 (C): -0.22, atom 6 (C): 0.28, atom 7 (C): -0.70, atom 8 (C): 0.28

---

<B>
An isolated molecule of C4H4ClNOS. Source: OMol25; level of theory: wB97M-V/def2-TZVPD.

Positions of all 12 atoms, in Å:
Cl (-2.89141, -0.69033, 0.02341)
S (2.26841, -0.22122, -0.64287)
O (-0.30830, -0.53040, -0.19479)
N (-1.19406, 1.43228, 0.31031)
C (2.88075, -0.65888, 0.98226)
C (0.14093, 1.59488, 0.09170)
C (0.68657, 0.42288, -0.31084)
C (-1.40593, 0.20168, 0.08984)
H (3.85849, -1.10888, 0.77462)
H (2.31964, -1.45676, 1.53901)
H (2.97156, 0.21094, 1.64056)
H (0.72064, 2.48358, 0.20216)

gap between HOMO and LUMO: 10.087 eV
SMILES: CSc1cnc(Cl)o1
highest occupied orbital energy: -9.41 eV

These are the natural (NBO) partial charges, in e, on atoms 1 to 8: atom 1 (Cl): 0.05, atom 2 (S): 0.28, atom 3 (O): -0.42, atom 4 (N): -0.46, atom 5 (C): -0.76, atom 6 (C): -0.08, atom 7 (C): 0.02, atom 8 (C): 0.46

---

<C>
An isolated molecule of C4H4ClNOS. Source: OMol25; level of theory: wB97M-V/def2-TZVPD.

Positions of all 12 atoms, in Å:
Cl (-3.27484, 0.34825, 0.32432)
S (0.24889, -0.93855, 1.30090)
O (0.46628, -1.63660, -1.29805)
N (-0.79660, 1.16948, -0.47742)
C (0.46531, 1.24015, -0.42065)
C (-1.79954, 0.41458, -0.44161)
C (-0.13266, -1.73757, -0.24499)
C (1.16900, 0.45487, 0.70261)
H (1.29908, 1.19801, 1.45672)
H (2.20565, 0.25296, 0.48648)
H (-0.99061, -2.50099, -0.28518)
H (1.14005, 1.73541, -1.10315)

gap between HOMO and LUMO (alpha / beta): 8.365 / 8.366 eV
highest occupied orbital energy (alpha / beta): -7.91 / -7.91 eV

These are the natural (NBO) partial charges, in e, on atoms 1 to 8: atom 1 (Cl): 0.08, atom 2 (S): 0.24, atom 3 (O): -0.55, atom 4 (N): -0.36, atom 5 (C): 0.03, atom 6 (C): 0.07, atom 7 (C): 0.21, atom 8 (C): -0.61

---

Winner for stability: <B>

---

<A>
An isolated molecule of C2H3NOS. Source: OMol25; level of theory: wB97M-V/def2-TZVPD.

Positions of all 8 atoms, in Å:
S (0.27148, -1.49911, 0.00659)
O (1.50558, 0.83408, -0.00407)
N (-1.26563, -0.74634, -0.03738)
C (-1.44792, 0.52195, -0.00905)
C (1.58686, -0.36468, -0.00653)
H (-0.69505, 1.31253, -0.02737)
H (-2.46684, 0.90213, 0.11660)
H (2.51152, -0.96056, -0.03880)

gap between HOMO and LUMO: 10.080 eV
SMILES: C=NSC=O
highest occupied orbital energy: -9.69 eV

Here is what natural (NBO) gives for the atomic charges, in e: atom 1 (S): 0.44, atom 2 (O): -0.54, atom 3 (N): -0.56, atom 4 (C): -0.04, atom 5 (C): 0.19, atom 6 (H): 0.20, atom 7 (H): 0.17, atom 8 (H): 0.14

---

<B>
An isolated molecule of C2H3NOS. Source: OMol25; level of theory: wB97M-V/def2-TZVPD.

Positions of all 8 atoms, in Å:
S (-0.36228, 1.50768, -0.89125)
O (-1.00772, 0.36498, 0.37803)
N (0.81810, -0.88632, -0.51718)
C (-0.01972, -0.63610, 0.64007)
C (1.47705, -0.86575, -1.44879)
H (0.76141, -0.26397, 1.48009)
H (-0.48207, -1.56869, 0.81326)
H (-1.18478, 2.34816, -0.45423)

gap between HOMO and LUMO: 9.358 eV
highest occupied orbital energy: -9.60 eV

Here is what natural (NBO) gives for the atomic charges, in e: atom 1 (S): 0.30, atom 2 (O): -0.62, atom 3 (N): -0.57, atom 4 (C): 0.09, atom 5 (C): 0.31, atom 6 (H): 0.20, atom 7 (H): 0.21, atom 8 (H): 0.09

---

<C>
An isolated molecule of C2H3NOS. Source: OMol25; level of theory: wB97M-V/def2-TZVPD.

Positions of all 8 atoms, in Å:
S (-2.74544, -0.13679, -0.22170)
O (1.41138, -0.80148, -0.26663)
N (1.17592, 0.64398, -0.21996)
C (-1.09651, -0.16983, 0.23108)
C (-0.08268, 0.84716, -0.06512)
H (2.48030, -1.01099, 0.20406)
H (-0.63079, -1.19443, 0.33019)
H (-0.51218, 1.82239, 0.00808)

gap between HOMO and LUMO: 7.563 eV
SMILES: O/N=C\C=S
highest occupied orbital energy: -9.12 eV

Here is what natural (NBO) gives for the atomic charges, in e: atom 1 (S): 0.07, atom 2 (O): -0.60, atom 3 (N): -0.05, atom 4 (C): -0.30, atom 5 (C): -0.05, atom 6 (H): 0.49, atom 7 (H): 0.23, atom 8 (H): 0.21

---

Winner for stability: <A>